{
  "formula": "C15H42O6",
  "method": "ωB97M-V/def2-TZVPD",
  "species": ["C", "C", "C", "O", "H", "H", "H", "H", "H", "H", "H", "H", "C", "C", "C", "O", "H", "H", "H", "H", "H", "H", "H", "H", "C", "C", "C", "O", "H", "H", "H", "H", "H", "H", "H", "H", "C", "C", "C", "O", "H", "H", "H", "H", "H", "H", "H", "H", "C", "C", "C", "O", "H", "H", "H", "H", "H", "H", "H", "H", "O", "H", "H"],
  "xyz": [[0.8795, -0.7425, 5.7398], [1.3529, -0.9594, 4.3078], [2.3587, -2.0977, 4.1761], [0.2410, -1.2944, 3.4980], [0.0327, -1.4459, 5.8439], [0.5294, 0.2373, 5.8619], [1.6535, -1.0296, 6.5072], [1.8372, -0.0463, 3.8840], [2.1237, -2.9539, 4.8805], [3.3228, -1.7165, 4.5494], [2.4120, -2.5305, 3.1891], [0.5447, -1.3703, 2.5958], [-0.7889, 2.5789, 2.7922], [-1.5851, 2.0185, 1.6386], [-3.1132, 2.5357, 1.7651], [-1.0560, 2.4403, 0.3153], [0.1495, 2.0186, 2.7892], [-1.3676, 2.4443, 3.6998], [-0.7630, 3.6848, 2.7418], [-1.5672, 0.9475, 1.6613], [-3.7201, 2.0757, 1.0022], [-3.2321, 3.6123, 1.7742], [-3.5302, 2.1167, 2.6941], [-1.4100, 1.8302, -0.3217], [3.6413, 2.0188, -0.1974], [2.1855, 2.2375, -0.5933], [2.1062, 2.0234, -2.0686], [1.3676, 1.2811, 0.1223], [3.8966, 2.2000, 0.8281], [4.1901, 2.6661, -0.8719], [3.9507, 1.0001, -0.4038], [1.8276, 3.2470, -0.3136], [1.0926, 2.0685, -2.4647], [2.4628, 1.0461, -2.3167], [2.7288, 2.7577, -2.5484], [0.4254, 1.5490, 0.0325], [-0.2805, -2.5862, -4.2654], [0.4615, -2.7891, -2.9307], [1.9678, -3.1017, -3.1112], [0.3472, -1.5534, -2.2227], [-0.0993, -1.6716, -4.8632], [-1.3680, -2.5911, -4.2086], [0.0554, -3.4254, -4.9459], [0.0280, -3.6036, -2.4089], [2.4096, -2.9072, -2.0972], [2.4238, -2.4088, -3.8241], [2.1764, -4.1545, -3.3478], [0.8579, -1.5100, -1.4027], [-3.0912, 0.6680, -3.4370], [-2.8861, 0.2165, -1.9936], [-3.5267, -1.1786, -1.7859], [-1.5447, 0.3457, -1.6222], [-2.6286, 1.6510, -3.5792], [-4.1036, 0.9097, -3.7142], [-2.6716, -0.1126, -4.1218], [-3.3932, 0.9790, -1.4020], [-3.6327, -1.2822, -0.7000], [-2.9409, -2.0444, -2.0975], [-4.5421, -1.2296, -2.1691], [-0.9076, -0.3458, -1.9893], [0.6491, -1.2578, 0.6853], [1.2525, -0.5035, 0.4736], [-0.1919, -0.9617, 0.2911]],
  "forces_ev_per_a": [[0.56, -2.23, -0.12], [0.72, -0.31, -0.85], [0.40, -0.59, 2.24], [-0.87, 0.42, 0.89], [0.30, 0.33, 0.23], [-0.46, 1.41, 0.46], [-0.68, 0.54, -0.84], [-0.28, -0.30, 0.40], [-0.09, 0.87, -0.74], [0.04, -0.29, -0.50], [0.21, 0.23, -0.41], [0.03, -0.01, -0.75], [-0.26, 0.31, -0.68], [-2.34, 2.16, -0.90], [1.44, -1.69, 0.46], [0.08, 0.31, 2.05], [0.24, 0.74, 0.51], [0.13, -0.66, 0.24], [0.74, -0.53, -0.40], [-0.10, -0.71, 0.11], [-0.17, 0.11, -0.62], [0.27, 0.15, -0.14], [0.23, 0.28, -0.04], [-0.52, -0.64, -0.82], [-0.40, 0.15, -0.46], [-0.20, -0.54, 1.18], [-0.85, 0.18, -0.36], [0.33, 0.08, -0.38], [-0.09, 0.42, 0.55], [0.56, 0.16, 0.22], [-0.12, -0.30, -0.22], [0.27, -0.33, -0.11], [-0.12, 0.27, 0.07], [0.43, -0.72, -0.14], [0.16, 0.33, -0.49], [0.46, 0.32, 0.25], [0.51, -0.94, -1.27], [1.13, 1.43, -1.60], [-0.27, 0.33, 1.22], [-0.41, 0.35, -0.03], [0.65, -0.17, 0.84], [-0.07, -0.40, 0.42], [-0.64, 0.71, 0.65], [-0.71, -0.69, 0.77], [-0.05, -0.25, -0.89], [-0.01, -0.23, 0.03], [-0.17, 0.38, -0.18], [0.05, -0.53, 0.05], [0.99, -0.01, -0.56], [-1.14, -0.17, -1.45], [0.30, 0.68, 1.66], [1.51, -0.83, 0.36], [0.59, -0.36, -0.10], [-0.74, -0.61, 0.14], [-0.29, 0.86, 0.27], [-0.28, -0.29, 0.42], [-0.01, -0.27, 0.00], [0.14, 0.30, -0.43], [0.05, 0.07, -0.35], [-1.14, 0.65, 0.17], [0.15, 0.33, -0.68], [-0.42, -0.07, 0.30], [0.22, -0.17, 0.35]],
  "nbo_charge": [-0.625, 0.097, -0.627, -0.753, 0.223, 0.210, 0.208, 0.145, 0.200, 0.201, 0.213, 0.494, -0.640, 0.111, -0.633, -0.762, 0.230, 0.219, 0.215, 0.171, 0.201, 0.213, 0.205, 0.497, -0.617, 0.100, -0.629, -0.803, 0.215, 0.206, 0.203, 0.175, 0.217, 0.205, 0.207, 0.504, -0.637, 0.104, -0.628, -0.774, 0.223, 0.213, 0.213, 0.168, 0.207, 0.214, 0.217, 0.502, -0.634, 0.107, -0.647, -0.801, 0.215, 0.212, 0.199, 0.164, 0.212, 0.213, 0.218, 0.520, -0.989, 0.512, 0.481],
  "e_lumo_ev": 0.708,
  "spin_multiplicity": 1,
  "de_lowest_kj_mol": 82.8,
  "smiles": "CC(C)O.CC(C)O.CC(C)O.CC(C)O.CC(C)O.O"
}


{
  "formula": "C19H21N3O4",
  "method": "ωB97M-V/def2-TZVPD",
  "species": ["C", "C", "O", "N", "C", "C", "C", "C", "O", "C", "C", "O", "C", "N", "C", "C", "O", "N", "C", "C", "C", "C", "C", "C", "C", "C", "H", "H", "H", "H", "H", "H", "H", "H", "H", "H", "H", "H", "H", "H", "H", "H", "H", "H", "H", "H", "H"],
  "xyz": [[-5.4427, -2.9200, 0.1874], [-4.3204, -1.9422, -0.0683], [-3.2862, -2.2432, -0.6311], [-4.5745, -0.6893, 0.3929], [-3.6378, 0.3636, 0.3117], [-2.9884, 0.6257, -0.8858], [-1.9843, 1.5731, -0.9457], [-1.6061, 2.2569, 0.2034], [-0.5541, 3.1215, 0.2935], [0.4195, 3.1394, -0.7242], [1.1574, 1.7960, -0.9608], [2.4104, 2.0412, -1.5463], [1.2672, 0.9802, 0.3429], [2.0415, -0.2107, 0.1383], [1.6118, -1.4086, -0.3700], [0.2067, -1.6906, -0.7914], [-0.7241, -1.2873, 0.1878], [2.5657, -2.2861, -0.4915], [3.7064, -1.6655, -0.0549], [5.0117, -2.1342, 0.0346], [5.9701, -1.2734, 0.5263], [5.6506, 0.0243, 0.9289], [4.3606, 0.5093, 0.8491], [3.3920, -0.3461, 0.3480], [-2.3274, 2.0598, 1.3817], [-3.3357, 1.1234, 1.4361], [-6.3868, -2.5212, -0.1764], [-5.2240, -3.8560, -0.3181], [-5.5295, -3.1091, 1.2558], [-5.3581, -0.5581, 1.0155], [-3.2521, 0.0666, -1.7692], [-1.4963, 1.7587, -1.8884], [0.0006, 3.4992, -1.6724], [1.1501, 3.8785, -0.3788], [0.6278, 1.1928, -1.7039], [3.0171, 2.3885, -0.8807], [0.2711, 0.6881, 0.6817], [1.7479, 1.5847, 1.1187], [0.0089, -1.1665, -1.7423], [0.1447, -2.7683, -0.9809], [-1.5989, -1.6139, -0.0911], [5.2529, -3.1391, -0.2723], [6.9946, -1.6057, 0.6071], [6.4325, 0.6637, 1.3120], [4.1280, 1.5139, 1.1760], [-2.0529, 2.6311, 2.2539], [-3.8673, 0.9551, 2.3612]],
  "forces_ev_per_a": [[0.17, -0.13, -0.15], [-0.48, -0.09, 0.28], [0.27, -0.22, -0.20], [-0.24, 0.20, 0.16], [0.28, 0.25, -0.13], [-0.21, 0.02, 0.19], [0.19, 0.24, 0.05], [-0.22, -0.05, 0.13], [-0.35, -0.07, 0.26], [0.37, -0.13, -0.39], [-0.39, 0.00, 0.49], [0.27, 0.17, -0.16], [-0.32, 0.41, -0.34], [0.06, -0.23, 0.05], [-0.05, -0.19, 0.05], [-0.14, -0.07, -0.30], [-0.02, -0.08, 0.20], [-0.31, -0.49, -0.21], [-0.03, 0.74, 0.20], [-0.10, 0.06, 0.01], [0.17, -0.12, 0.00], [0.04, 0.13, 0.04], [-0.08, 0.19, 0.06], [0.40, -0.54, -0.10], [0.20, 0.16, -0.17], [0.03, -0.15, -0.20], [-0.08, 0.02, 0.01], [0.01, 0.01, 0.01], [-0.03, -0.01, 0.09], [0.02, -0.10, -0.17], [-0.01, -0.04, -0.07], [0.10, 0.01, -0.09], [0.04, 0.01, 0.08], [-0.05, -0.13, -0.11], [0.02, 0.03, 0.12], [-0.01, -0.02, -0.05], [0.19, 0.10, 0.05], [-0.06, -0.05, 0.00], [0.04, -0.09, 0.05], [0.11, 0.16, -0.04], [0.07, 0.12, 0.04], [0.03, -0.13, -0.04], [0.08, -0.03, 0.00], [0.05, 0.05, 0.03], [0.00, 0.08, 0.04], [0.04, 0.06, 0.11], [-0.02, -0.05, 0.12]],
  "nbo_charge": [-0.712, 0.698, -0.644, -0.631, 0.168, -0.196, -0.296, 0.302, -0.498, -0.086, 0.065, -0.699, -0.258, -0.373, 0.382, -0.105, -0.753, -0.459, 0.082, -0.197, -0.239, -0.203, -0.286, 0.181, -0.237, -0.227, 0.229, 0.246, 0.233, 0.400, 0.229, 0.222, 0.183, 0.197, 0.182, 0.466, 0.265, 0.204, 0.167, 0.206, 0.508, 0.222, 0.211, 0.209, 0.202, 0.227, 0.214],
  "e_lumo_ev": 0.529,
  "spin_multiplicity": 1,
  "de_lowest_kj_mol": 165.8,
  "smiles": "CC(=O)Nc1ccc(OC[C@@H](O)Cn2c(CO)nc3ccccc32)cc1"
}


{
  "formula": "C46H50BrF4KNO2P",
  "method": "ωB97M-V/def2-TZVPD",
  "species": ["K", "C", "C", "C", "C", "C", "C", "C", "N", "C", "C", "C", "C", "C", "C", "O", "C", "C", "C", "C", "C", "C", "C", "C", "C", "O", "C", "C", "C", "C", "C", "C", "H", "H", "H", "H", "H", "H", "H", "H", "H", "H", "H", "H", "H", "H", "H", "H", "H", "H", "H", "H", "H", "H", "H", "H", "H", "H", "H", "H", "H", "H", "H", "H", "H", "H", "H", "H", "H", "H", "H", "H", "F", "C", "C", "F", "C", "F", "C", "P", "C", "C", "C", "C", "C", "C", "C", "C", "C", "C", "C", "C", "C", "Br", "C", "F", "H", "H", "H", "H", "H", "H", "H", "H", "H", "H"],
  "xyz": [[0.4798, -0.6344, -0.1921], [-2.6307, -3.4057, 6.5092], [-1.4770, -3.8402, 5.5936], [-1.6706, -5.3157, 5.2175], [-0.1696, -3.7021, 6.3663], [-1.4761, -2.9852, 4.3293], [-0.4561, -2.1943, 3.9488], [-0.5030, -1.4598, 2.6982], [0.4236, -0.6209, 2.2453], [1.4619, -0.0514, 2.8751], [1.6088, 0.0708, 4.3015], [2.6715, 0.7008, 4.8436], [3.6640, 1.2241, 3.9350], [3.6116, 1.2025, 2.5800], [2.4537, 0.5458, 1.9560], [2.3076, 0.4240, 0.7201], [4.7587, 1.8768, 1.7984], [6.0874, 1.2002, 2.1651], [4.6176, 1.8247, 0.2743], [4.8335, 3.3562, 2.2050], [2.8511, 0.9163, 6.3451], [4.1612, 0.2582, 6.7937], [1.7033, 0.3108, 7.1481], [2.9209, 2.4175, 6.6473], [-1.6180, -1.7046, 1.7431], [-1.5584, -1.2786, 0.5809], [-2.7804, -2.4556, 2.2582], [-2.6468, -3.0357, 3.4688], [-4.1142, -2.6089, 1.4964], [-4.4185, -4.1005, 1.3010], [-5.2317, -1.9843, 2.3448], [-4.1641, -1.9400, 0.1148], [-2.6293, -4.0003, 7.4275], [-3.6055, -3.5437, 6.0344], [-2.5380, -2.3523, 6.7846], [-1.6775, -5.9395, 6.1159], [-0.8631, -5.6628, 4.5678], [-2.6152, -5.4843, 4.6947], [-0.2001, -4.3385, 7.2539], [-0.0008, -2.6748, 6.7020], [0.6930, -4.0079, 5.7684], [0.4529, -2.1585, 4.5294], [0.8050, -0.2728, 4.9306], [4.5268, 1.7120, 4.3844], [6.0739, 0.1360, 1.9154], [6.3163, 1.2876, 3.2304], [6.9054, 1.6691, 1.6102], [4.6114, 0.8036, -0.1044], [5.4744, 2.3548, -0.1586], [3.7042, 2.3003, -0.0817], [5.0200, 3.4792, 3.2739], [3.9039, 3.8805, 1.9694], [5.6489, 3.8505, 1.6677], [4.1544, -0.8130, 6.5782], [4.3097, 0.3915, 7.8694], [5.0247, 0.6943, 6.2861], [1.6223, -0.7685, 6.9912], [0.7398, 0.7582, 6.8905], [1.8691, 0.4795, 8.2148], [3.7619, 2.8926, 6.1363], [3.0488, 2.5882, 7.7202], [2.0076, 2.9256, 6.3282], [-3.4894, -3.6188, 3.8348], [-4.5344, -4.6292, 2.2504], [-3.6219, -4.5943, 0.7387], [-5.3518, -4.2180, 0.7426], [-5.3049, -2.4537, 3.3289], [-6.1962, -2.1055, 1.8426], [-5.0601, -0.9154, 2.4952], [-3.4375, -2.3533, -0.5825], [-3.9881, -0.8651, 0.1608], [-5.1685, -2.1085, -0.2870], [-3.9755, 4.7175, -3.8028], [-3.0948, 3.7304, -3.6700], [-2.5977, 3.0994, -4.7842], [-2.9945, 3.4859, -5.9953], [-1.6730, 2.0792, -4.6428], [-1.1977, 1.5777, -5.7873], [-1.2441, 1.6354, -3.4036], [-0.1008, 0.2168, -3.1338], [-0.1528, -0.7435, -4.6890], [-1.2696, -1.5597, -4.8676], [-1.3940, -2.3557, -5.9968], [-0.3794, -2.3681, -6.9481], [0.7475, -1.5785, -6.7627], [0.8591, -0.7647, -5.6402], [1.5409, 1.0324, -3.1960], [2.6399, 0.2807, -2.7676], [3.9305, 0.7750, -2.8962], [4.1349, 2.0545, -3.3922], [3.0496, 2.8286, -3.7811], [1.7643, 2.3124, -3.6980], [-1.7552, 2.3173, -2.2878], [-1.1923, 1.9191, -0.5375], [-2.6597, 3.3465, -2.4143], [-3.1422, 4.0127, -1.3675], [-2.0538, -1.5780, -4.1165], [-2.2739, -2.9733, -6.1259], [-0.4653, -2.9981, -7.8247], [1.5418, -1.5872, -7.4990], [1.7351, -0.1371, -5.5198], [2.4976, -0.7134, -2.3492], [4.7725, 0.1754, -2.5749], [5.1383, 2.4554, -3.4652], [3.2048, 3.8311, -4.1599], [0.9290, 2.9138, -4.0376]],
  "forces_ev_per_a": [[0.72, -0.60, -2.14], [-0.09, 0.04, 0.06], [-0.05, 0.05, -0.10], [0.02, -0.11, -0.04], [0.13, 0.01, 0.10], [-0.53, -0.18, -0.20], [0.10, 0.29, -0.38], [0.06, 0.00, 0.24], [-0.07, -0.12, 1.11], [-0.11, -0.07, 0.08], [-0.16, -0.06, -0.44], [0.37, 0.21, -0.12], [0.03, 0.03, 0.47], [-0.24, -0.11, -0.23], [0.06, -0.08, 0.30], [1.02, 0.62, 0.63], [-0.19, -0.06, 0.07], [0.10, -0.05, 0.02], [0.06, 0.06, -0.08], [0.02, 0.12, 0.01], [0.06, 0.01, -0.14], [0.12, -0.07, 0.05], [-0.13, -0.07, 0.07], [0.00, 0.16, 0.01], [-0.09, -0.14, 0.46], [-1.25, -0.34, 0.47], [0.22, 0.29, -0.27], [0.04, -0.22, 0.52], [0.21, 0.04, 0.03], [-0.03, -0.12, -0.05], [-0.08, 0.04, 0.07], [-0.08, 0.00, -0.03], [0.02, 0.02, -0.05], [0.07, 0.02, 0.00], [0.02, -0.04, -0.02], [0.01, 0.04, -0.02], [-0.02, 0.03, 0.03], [0.05, 0.04, 0.02], [0.00, 0.02, -0.03], [-0.05, -0.04, -0.03], [-0.06, -0.01, 0.00], [0.00, 0.03, -0.03], [-0.07, -0.01, -0.01], [-0.11, -0.06, 0.01], [-0.04, 0.05, -0.02], [-0.04, 0.01, -0.06], [-0.02, -0.02, 0.02], [0.02, 0.03, 0.06], [-0.05, -0.05, 0.00], [0.03, 0.00, 0.06], [0.00, -0.02, -0.03], [0.02, -0.06, -0.03], [-0.04, -0.02, 0.01], [-0.02, 0.03, 0.01], [-0.03, 0.00, -0.05], [-0.04, -0.02, 0.02], [0.05, 0.03, 0.00], [0.06, 0.03, -0.01], [0.02, 0.00, -0.03], [-0.04, -0.03, 0.01], [0.00, -0.03, -0.03], [0.02, -0.04, 0.01], [0.10, 0.05, 0.00], [0.02, 0.05, -0.04], [-0.02, 0.05, 0.01], [0.04, 0.00, 0.02], [0.01, 0.02, -0.05], [0.05, 0.00, 0.02], [0.02, -0.05, -0.02], [-0.02, -0.05, 0.06], [-0.01, -0.05, 0.07], [0.04, 0.03, -0.03], [0.04, -0.04, 0.03], [-0.19, 0.21, -0.02], [-0.09, 0.06, -0.21], [0.03, -0.03, 0.05], [0.03, 0.00, -0.24], [0.04, -0.09, 0.12], [0.05, 0.02, 0.01], [0.17, 0.12, -0.17], [-0.14, 0.04, 0.03], [-0.10, -0.09, -0.02], [0.12, 0.06, -0.01], [-0.03, 0.03, 0.10], [-0.03, 0.03, 0.07], [0.10, 0.00, -0.14], [0.08, -0.09, -0.10], [-0.05, -0.03, -0.11], [-0.10, 0.05, 0.12], [-0.02, 0.04, -0.03], [0.03, -0.08, 0.04], [-0.09, 0.04, -0.04], [0.16, -0.15, 0.12], [-0.16, 0.27, 0.05], [-0.15, 0.18, -0.12], [0.08, -0.11, 0.07], [0.03, 0.03, 0.00], [0.02, 0.01, 0.00], [0.01, 0.02, 0.01], [-0.02, 0.00, 0.02], [-0.04, -0.03, 0.01], [-0.01, 0.07, -0.09], [-0.03, 0.01, -0.01], [-0.02, -0.03, 0.00], [-0.01, -0.02, 0.00], [0.02, 0.00, 0.02]],
  "mulliken_charge": [1.235, -1.724, 2.043, -1.672, -2.110, -1.153, -0.122, -0.854, -0.285, -1.708, 0.331, -1.398, 0.232, -0.041, 1.442, -1.147, 2.352, -1.831, -2.379, -1.800, 2.054, -1.714, -2.156, -1.726, 1.403, -0.954, 0.034, 0.045, 1.986, -1.717, -1.714, -2.149, 0.476, 0.325, 0.341, 0.453, 0.341, 0.334, 0.476, 0.321, 0.402, 1.253, 1.286, 0.288, 0.374, 0.358, 0.467, 0.393, 0.571, 0.393, 0.387, 0.372, 0.446, 0.347, 0.473, 0.311, 0.353, 0.398, 0.481, 0.330, 0.455, 0.356, 0.292, 0.329, 0.368, 0.471, 0.325, 0.463, 0.360, 0.392, 0.368, 0.524, -0.290, 0.652, 0.258, -0.297, 0.606, -0.350, -0.130, 0.040, 0.080, -0.469, -0.635, -0.480, -0.695, -0.079, 0.510, -0.055, -0.782, -0.533, -0.761, -0.155, -0.201, -0.080, 0.040, -0.331, 0.400, 0.404, 0.376, 0.398, 0.336, 0.364, 0.424, 0.405, 0.415, 0.361],
  "e_lumo_ev": [-0.898, -0.903],
  "spin_multiplicity": 1
}